Record 1
Entry from the Open Molecules 2025 dataset: a 12-piece molecular cluster, C5H34N2O12 overall in a non-equilibrium geometry (ωB97M-V with the def2-TZVPD basis set).

Summary:
- HOMO energy (Ha) = -0.3060
- orbital gap (eV) = 8.478
- total charge = 0
- spin multiplicity = 1
- SMILES string = C=C(N)C[C@H](N)CO.O.O.O.O.O.O.O.O.O.O.O
- relative energy (zero: lowest compared OMol25 entry of this formula, charge and spin) (eV) = 3.797
- electronic energy (Ha) = -1223.24348

Structure (XYZ):
```
53
C5H34N2O12 ωB97M-V with the def2-TZVPD basis set
O -0.3688 4.4017 -1.3023
O 0.8705 -3.4898 -1.7856
O 3.3792 0.4608 -2.2731
O -2.4237 2.7878 -1.6690
O 0.8562 3.2369 0.7294
O -0.5816 -2.9238 3.2501
O 2.3517 -1.5067 -0.6165
O 3.1452 2.8100 -0.8748
O 2.7812 0.2782 1.0905
O 0.9420 -0.3972 2.9662
O -1.5498 -4.1218 -0.8556
O -3.3239 -2.6316 0.6177
N -1.2606 -0.7808 -1.5643
N -2.2085 -0.7302 2.2289
C -1.0443 -0.3192 1.4444
C -0.8029 0.4178 -1.0108
C -0.0615 0.4435 2.4476
C -1.4104 0.7509 0.3442
C 0.2217 1.0407 -1.5824
H -1.9825 -1.1034 3.1241
H -2.9430 1.9857 -1.7987
H 2.7436 3.3559 -1.5585
H 0.4140 3.9182 0.1546
H 2.7638 1.2501 1.0815
H -0.0276 -3.0758 2.4590
H 0.1408 4.3252 -2.1254
H 0.6907 -1.1796 3.4650
H 2.3206 -0.8501 0.1339
H -1.7568 -3.9714 -1.7834
H 0.3375 1.2567 1.8821
H 1.0573 -3.1383 -2.6661
H 3.1614 1.9364 -1.3843
H -2.9261 -2.1482 1.3444
H 0.4945 2.0319 -1.2540
H -3.1155 -0.3201 2.1901
H -0.3881 -1.0575 0.9270
H -2.5023 0.8362 0.2876
H 4.1943 0.1885 -1.8398
H -0.4255 0.9556 3.3820
H 2.6384 0.1392 -1.7299
H 0.6408 0.7118 -2.5069
H -0.5742 -4.1241 -0.8617
H -2.0914 -1.2489 -1.2425
H -0.8265 -1.1968 -2.3734
H 2.2385 0.0430 1.8645
H 1.3183 2.6260 0.1553
H -1.0848 1.7733 0.5043
H 1.0260 -2.6913 -1.2269
H -2.7457 -3.2674 0.1643
H -1.1622 3.8528 -1.4744
H -2.9814 3.3573 -1.1252
H 3.2433 -1.8688 -0.4846
H -1.4018 -3.0293 2.7311
```


Record 2
Entry from the Open Molecules 2025 dataset: a 12-piece molecular cluster, C5H34NO11 overall in a non-equilibrium geometry (ωB97M-V with the def2-TZVPD basis set).

Summary:
- HOMO energy (Ha) = -0.4848
- orbital gap (eV) = 10.925
- total charge = +1
- spin multiplicity = 1
- relative energy (zero: lowest compared OMol25 entry of this formula, charge and spin) (eV) = 1.506
- electronic energy (Ha) = -1093.08943

Structure (XYZ):
```
51
C5H34NO11 ωB97M-V with the def2-TZVPD basis set
O -2.1490 2.6824 -1.9001
O -3.5155 0.7391 -1.0218
O -2.2968 -1.9144 -0.8064
O 1.8135 0.6405 -2.9621
O -1.8782 -3.9543 0.8979
O 3.6401 0.0113 -1.1484
O -2.4043 1.6992 2.6008
O -2.7241 -0.7537 1.6344
O 3.0844 1.4949 2.7873
O -1.5553 0.1928 -3.0732
O 4.1168 2.1163 0.4548
N 0.2585 1.7159 -1.1860
C 0.2845 1.0799 0.1354
C 1.6011 -3.1206 0.6017
C 0.4691 -0.2179 0.2340
C 0.4584 -0.9905 1.5225
C 1.7066 -1.8965 1.5096
H 4.5145 -0.1825 -1.5059
H 2.8438 2.4094 2.9764
H -2.4411 0.4683 -3.3086
H -2.5391 1.7813 -1.8160
H -3.2307 1.5640 3.0791
H -3.2923 -0.1752 -0.7931
H 0.4567 -0.2682 2.3423
H 1.0964 2.2535 -1.3998
H 2.6002 -3.5559 0.5613
H -1.8576 2.8908 -2.7914
H 2.3267 0.5252 -3.7629
H 4.1666 3.0673 0.3616
H 2.3599 0.4310 -2.1653
H 4.2500 1.7802 1.3662
H 0.9772 -3.8718 1.0791
H 2.2520 1.0861 2.5226
H -1.7116 -0.5457 -2.4669
H -2.4464 0.0290 2.1602
H -2.6537 1.9371 1.6977
H -0.6270 2.2665 -1.3734
H 0.6234 -0.7946 -0.6716
H -2.0057 -1.7153 0.0977
H -1.1701 -4.5639 0.6448
H 2.0667 -2.1658 2.4953
H 1.2791 -2.8599 -0.4024
H -0.4490 -1.5949 1.5951
H -2.3542 -2.8730 -0.8323
H -4.4441 0.7897 -1.2657
H 2.5444 -1.2723 1.1694
H 3.8313 0.7449 -0.5187
H -0.0065 1.7681 0.9154
H -3.1283 -1.3882 2.2358
H -2.2826 -4.4923 1.5932
H 0.2127 1.0057 -1.9316
```


Question: What is the formula in the second record?
Answer: C5H34NO11


Question: The lowest relative energy (zero: lowest compared OMol25 entry of this formula, charge and spin) belongs to which entry?
Answer: C5H34NO11